{"formula": "C68H102O34", "method": "ωB97M-V with the def2-TZVPD basis set", "symbols": ["O", "C", "O", "C", "C", "C", "H", "H", "H", "H", "H", "H", "O", "C", "O", "C", "C", "C", "H", "H", "H", "H", "H", "H", "O", "C", "O", "C", "C", "C", "H", "H", "H", "H", "H", "H", "O", "C", "O", "C", "C", "C", "H", "H", "H", "H", "H", "H", "O", "C", "O", "C", "C", "C", "H", "H", "H", "H", "H", "H", "O", "C", "O", "C", "C", "C", "H", "H", "H", "H", "H", "H", "O", "C", "O", "C", "C", "C", "H", "H", "H", "H", "H", "H", "O", "C", "O", "C", "C", "C", "H", "H", "H", "H", "H", "H", "O", "C", "O", "C", "C", "C", "H", "H", "H", "H", "H", "H", "O", "C", "O", "C", "C", "C", "H", "H", "H", "H", "H", "H", "O", "C", "O", "C", "C", "C", "H", "H", "H", "H", "H", "H", "O", "C", "O", "C", "C", "C", "H", "H", "H", "H", "H", "H", "O", "C", "O", "C", "C", "C", "H", "H", "H", "H", "H", "H", "O", "C", "O", "C", "C", "C", "H", "H", "H", "H", "H", "H", "O", "C", "O", "C", "C", "C", "H", "H", "H", "H", "H", "H", "O", "C", "O", "C", "C", "C", "H", "H", "H", "H", "H", "H", "O", "C", "O", "C", "C", "C", "H", "H", "H", "H", "H", "H"], "xyz": [[3.152, -6.747, -6.336], [3.407, -6.596, -5.151], [3.252, -5.492, -4.458], [3.532, -5.626, -3.090], [4.379, -6.816, -3.035], [3.943, -7.672, -4.199], [2.621, -5.820, -2.524], [3.904, -4.697, -2.659], [4.225, -7.385, -2.119], [5.417, -6.512, -3.169], [3.076, -8.201, -3.802], [4.676, -8.301, -4.702], [-2.338, 4.633, -1.320], [-3.374, 4.069, -1.629], [-3.620, 2.857, -1.180], [-4.900, 2.365, -1.452], [-5.678, 3.555, -1.941], [-4.594, 4.567, -2.342], [-5.186, 1.916, -0.501], [-4.806, 1.721, -2.327], [-6.342, 3.938, -1.166], [-6.299, 3.307, -2.801], [-4.919, 5.539, -1.972], [-4.361, 4.610, -3.406], [1.820, -4.238, -0.594], [2.684, -3.998, 0.246], [2.967, -4.970, 1.202], [3.667, -4.366, 2.289], [4.462, -3.242, 1.611], [3.624, -2.820, 0.412], [4.462, -4.992, 2.694], [3.032, -3.995, 3.093], [5.405, -3.678, 1.279], [4.614, -2.491, 2.386], [4.240, -2.645, -0.471], [3.001, -1.946, 0.603], [4.095, -1.930, -2.938], [3.208, -1.592, -3.682], [3.482, -0.667, -4.700], [2.410, -0.692, -5.658], [1.598, -1.921, -5.303], [1.896, -2.287, -3.924], [2.779, -0.646, -6.683], [1.988, 0.256, -5.324], [1.820, -2.835, -5.854], [0.513, -1.898, -5.402], [2.073, -3.333, -3.675], [1.134, -1.921, -3.235], [-4.433, -0.706, -5.819], [-3.446, -0.211, -5.243], [-3.530, 0.813, -4.334], [-2.275, 1.148, -3.835], [-1.280, 0.582, -4.935], [-2.016, -0.621, -5.553], [-2.134, 0.689, -2.856], [-2.215, 2.225, -3.679], [-0.298, 0.338, -4.530], [-1.027, 1.283, -5.730], [-1.762, -1.466, -4.913], [-1.810, -0.953, -6.570], [1.163, 4.946, 4.077], [0.512, 5.106, 3.040], [0.427, 4.176, 2.166], [-0.395, 4.481, 1.050], [-0.874, 5.909, 1.338], [-0.130, 6.359, 2.498], [-1.180, 3.746, 0.867], [0.166, 4.564, 0.119], [-1.951, 6.073, 1.369], [-0.625, 6.468, 0.436], [-0.703, 6.811, 3.308], [0.631, 7.107, 2.275], [7.853, 3.855, -3.271], [6.987, 3.091, -3.427], [7.107, 1.785, -3.118], [5.863, 1.115, -3.312], [4.827, 2.230, -3.332], [5.574, 3.465, -3.803], [5.643, 0.364, -2.553], [5.978, 0.534, -4.227], [4.525, 2.428, -2.303], [3.969, 2.019, -3.970], [5.097, 4.237, -3.199], [5.365, 3.758, -4.832], [-2.797, -1.924, -2.514], [-3.552, -1.781, -1.602], [-3.562, -0.543, -0.953], [-4.542, -0.632, 0.100], [-4.774, -2.161, 0.360], [-4.578, -2.747, -1.013], [-5.533, -0.189, -0.001], [-4.144, -0.149, 0.993], [-5.782, -2.219, 0.772], [-4.076, -2.562, 1.095], [-5.450, -2.679, -1.665], [-4.174, -3.758, -0.968], [1.625, 0.699, 7.519], [1.642, 0.250, 6.345], [0.813, -0.607, 5.891], [1.006, -0.799, 4.538], [1.982, 0.302, 4.065], [2.680, 0.676, 5.295], [0.029, -0.848, 4.057], [1.507, -1.743, 4.322], [1.428, 1.118, 3.600], [2.698, 0.024, 3.291], [2.914, 1.740, 5.299], [3.578, 0.069, 5.417], [-4.554, 3.839, 5.620], [-4.718, 4.130, 4.453], [-5.916, 4.030, 3.864], [-5.941, 4.586, 2.593], [-4.461, 4.573, 2.188], [-3.640, 4.616, 3.465], [-6.358, 5.582, 2.745], [-6.483, 4.016, 1.838], [-4.267, 5.436, 1.551], [-4.157, 3.656, 1.682], [-3.390, 5.600, 3.862], [-2.697, 4.075, 3.532], [1.268, 1.283, -1.864], [0.540, 0.767, -1.007], [0.081, 1.433, 0.056], [-0.535, 0.547, 0.944], [-0.242, -0.869, 0.475], [0.239, -0.739, -0.928], [-1.611, 0.707, 0.888], [-0.182, 0.760, 1.954], [-1.157, -1.460, 0.512], [0.562, -1.315, 1.060], [-0.448, -0.967, -1.743], [1.127, -1.349, -1.090], [-2.974, 1.148, 3.467], [-3.058, 0.015, 3.906], [-3.162, -1.039, 3.133], [-3.137, -2.306, 3.784], [-2.847, -1.963, 5.268], [-3.106, -0.488, 5.344], [-2.356, -2.931, 3.351], [-4.096, -2.823, 3.788], [-1.803, -2.145, 5.524], [-3.415, -2.485, 6.038], [-2.363, 0.103, 5.879], [-4.097, -0.336, 5.774], [-2.215, -8.067, -1.102], [-1.563, -7.252, -1.762], [-2.049, -6.040, -2.043], [-1.093, -5.163, -2.714], [-0.176, -6.245, -3.332], [-0.126, -7.387, -2.293], [-0.407, -4.686, -2.013], [-1.522, -4.502, -3.467], [0.842, -5.917, -3.544], [-0.629, -6.589, -4.262], [0.619, -7.223, -1.514], [0.045, -8.376, -2.720], [2.988, 0.559, 0.946], [3.526, 1.608, 0.775], [4.793, 1.725, 0.444], [5.268, 3.101, 0.416], [4.006, 3.853, 0.199], [2.916, 3.010, 0.859], [6.022, 3.377, -0.322], [5.727, 3.205, 1.398], [3.889, 4.073, -0.862], [4.082, 4.760, 0.798], [1.960, 3.026, 0.334], [2.817, 3.360, 1.886], [0.436, -3.755, 3.732], [-0.262, -4.480, 3.060], [-0.988, -3.994, 2.044], [-1.645, -5.028, 1.312], [-0.895, -6.285, 1.679], [-0.314, -5.972, 3.046], [-1.785, -4.902, 0.238], [-2.672, -5.106, 1.671], [-0.127, -6.413, 0.917], [-1.524, -7.163, 1.537], [0.690, -6.379, 3.165], [-0.932, -6.313, 3.877], [3.043, 6.565, -4.160], [2.163, 5.659, -4.112], [1.468, 5.412, -2.961], [0.697, 4.198, -2.990], [0.864, 3.733, -4.397], [1.810, 4.661, -5.135], [-0.356, 4.395, -2.787], [1.148, 3.519, -2.266], [-0.146, 3.702, -4.805], [1.339, 2.755, -4.476], [1.217, 5.227, -5.854], [2.680, 4.171, -5.572], [-2.810, 3.946, 9.557], [-2.283, 3.702, 8.477], [-1.558, 4.616, 7.863], [-0.975, 4.076, 6.587], [-1.634, 2.675, 6.430], [-2.362, 2.434, 7.696], [0.110, 3.982, 6.606], [-1.194, 4.731, 5.743], [-0.822, 1.963, 6.280], [-2.266, 2.416, 5.581], [-1.775, 1.657, 8.185], [-3.382, 2.048, 7.692]], "forces_ev_per_a": [[0.3, 0.8, 1.9], [0.1, -2.5, -1.9], [-1.1, 2.5, -1.1], [-1.1, 0.3, 1.1], [2.2, -1.4, 0.8], [-0.7, 0.9, -0.3], [-0.4, 0.1, -0.2], [0.4, 0.0, -0.4], [0.5, 0.3, 0.2], [0.2, -0.2, 0.3], [-0.1, -0.6, -0.6], [-0.2, 0.0, 0.3], [-0.9, -0.3, -0.9], [1.0, 1.3, 1.4], [1.9, -0.8, 0.8], [-0.1, -0.2, -0.9], [-0.9, 0.5, -0.4], [-0.6, 0.3, 0.3], [-0.6, -0.3, -0.5], [-0.1, -0.9, 0.6], [0.1, 0.3, 0.0], [-0.1, -0.1, 0.2], [0.6, 0.2, -0.3], [-0.3, 0.1, -0.1], [1.5, 0.8, 1.4], [-0.8, -1.8, -1.1], [-0.9, 0.6, -0.2], [1.6, 0.7, -0.5], [-0.3, 0.1, 0.6], [-0.4, -0.2, 0.5], [-0.7, -0.8, 0.1], [-0.4, -0.3, -0.3], [0.1, 0.3, 0.0], [0.4, 0.4, -0.5], [-0.4, 0.0, -0.2], [0.2, 0.2, -0.1], [-0.8, 0.7, 0.2], [2.2, -0.3, -0.9], [0.4, -1.8, 1.1], [-0.1, 0.9, 1.2], [-1.6, -1.6, -1.8], [0.7, 0.7, 2.5], [0.1, -0.1, 0.2], [-1.2, 0.0, -1.1], [0.6, 0.4, -0.8], [0.0, 0.8, -0.4], [-0.2, 0.0, -0.3], [0.1, 0.1, 0.2], [2.5, 1.8, 2.2], [-2.9, -1.8, -2.5], [-1.4, -1.2, -1.0], [2.0, -0.3, -0.7], [0.7, 0.4, 0.0], [0.2, 0.7, 2.1], [0.1, -0.2, 0.0], [0.0, 0.1, -0.3], [-0.1, -0.2, 0.4], [-0.4, 0.5, 0.1], [-0.4, -0.3, 0.1], [-0.3, 0.6, 0.0], [-1.4, 0.4, -1.6], [2.3, 1.7, 3.1], [-0.3, -3.2, -1.6], [-0.7, 0.9, -0.7], [-1.6, 0.3, -2.8], [0.6, 0.9, 2.4], [0.1, -0.1, 0.5], [0.5, -0.6, 0.2], [-0.1, -0.6, 0.5], [0.1, 0.3, 0.1], [-0.2, 0.0, -0.1], [0.3, -0.2, 0.0], [2.8, 1.8, 0.2], [-1.8, -0.2, 0.2], [0.0, -0.1, 0.3], [-0.4, -0.6, -0.6], [-0.4, -0.5, -0.6], [-1.5, -0.7, 0.4], [0.4, 0.3, 0.4], [-0.4, 0.2, -0.3], [-0.4, -0.3, -0.1], [-0.1, -0.3, 0.3], [1.1, 0.7, -0.1], [0.6, -0.3, -0.1], [0.2, -0.4, -0.3], [0.3, 1.1, -0.1], [-1.4, -1.3, 0.0], [0.4, -1.1, 1.9], [-0.6, 1.5, 0.4], [0.9, 0.4, 0.1], [0.2, 0.3, -1.3], [0.3, 0.0, -0.1], [0.0, -0.5, -0.1], [0.1, 0.1, -0.1], [-0.1, -0.2, 0.1], [-0.1, 0.0, -0.4], [-0.3, -1.6, -3.3], [2.9, 4.2, 5.2], [-1.9, -1.3, 0.6], [1.0, -0.8, -2.8], [-1.0, -0.2, -2.2], [-0.4, 0.3, 1.0], [0.1, 0.2, -0.2], [-0.3, -0.3, 0.5], [-0.1, 0.3, 0.3], [-0.4, -0.6, -0.1], [0.1, -0.2, 0.6], [0.1, 0.1, 0.3], [-0.3, 0.4, -1.4], [1.6, -1.1, 1.9], [-0.9, -1.1, 1.2], [1.4, 0.5, -0.7], [1.0, 1.0, -0.9], [-1.4, 0.4, 1.1], [0.0, 0.2, -0.7], [-0.5, -0.1, 0.5], [0.2, -0.2, -0.3], [-0.4, 0.0, -0.3], [-0.1, 0.4, -0.4], [-0.4, -0.5, -0.2], [-1.8, -0.5, 1.4], [2.9, 0.0, -1.8], [0.6, 0.4, -1.4], [-1.3, -0.6, 0.9], [-0.5, -0.7, 0.6], [0.4, 1.2, -0.6], [-0.1, 0.3, 0.2], [0.0, 0.0, -0.1], [0.2, -0.2, 0.4], [-0.3, -0.2, 0.2], [-0.4, -0.1, 0.2], [0.2, 0.4, -0.2], [-0.1, -1.3, 0.4], [-0.4, 1.4, 1.2], [-0.1, -1.1, -2.4], [0.1, -0.3, 1.9], [1.1, -0.2, 0.3], [0.1, 1.2, 0.0], [-0.3, 0.3, -0.1], [-0.2, 0.3, -0.8], [0.1, -0.2, -0.2], [-0.2, -0.3, -0.5], [-0.2, -0.2, 0.4], [0.0, 0.6, -0.1], [1.4, 1.8, -1.6], [-0.4, -2.2, 2.0], [-0.7, 1.5, 0.0], [1.9, -2.4, -0.2], [0.8, -0.2, -0.5], [-1.3, 0.7, -0.7], [-0.8, 0.7, 0.5], [-0.4, -0.1, 0.5], [-0.2, 0.4, -0.2], [0.1, -0.2, 0.0], [-0.2, 0.2, 0.2], [-0.1, 0.1, 0.0], [-0.5, -1.3, 0.2], [-0.7, 2.0, 0.0], [2.2, -0.9, -1.0], [-0.2, -0.8, 0.9], [-0.5, 1.5, 0.9], [0.5, -0.3, -0.8], [0.0, -1.0, -0.3], [-0.1, 0.5, 0.1], [-0.4, 0.0, 0.1], [-0.1, 0.5, -0.7], [0.1, 0.0, 0.3], [-0.3, -0.4, 0.1], [-0.9, -0.4, -0.1], [1.6, 0.4, -0.2], [-0.3, 1.0, -0.8], [-1.3, -0.9, 0.6], [0.0, -0.5, -1.1], [0.0, -0.7, 0.0], [0.8, 0.7, 0.0], [-0.2, 0.2, 0.3], [0.5, 0.0, 0.3], [-0.1, 0.0, 0.5], [-0.1, 0.1, 0.2], [-0.1, -0.1, 0.0], [-3.4, -3.2, 0.1], [3.5, 3.0, 1.8], [0.5, 1.2, -0.1], [0.9, 0.4, 0.2], [-0.2, -1.8, -1.2], [-1.2, 0.4, -0.2], [0.2, 0.2, 0.4], [-0.3, 0.0, 0.1], [0.3, -0.2, -0.6], [-0.6, -0.4, 0.3], [0.5, -0.1, -0.6], [-0.1, 0.3, -0.1], [0.7, -0.5, -1.6], [-1.4, 0.3, 2.5], [1.7, 0.2, -2.2], [-1.3, -0.4, 0.1], [0.7, -0.3, -1.6], [0.3, -1.2, 1.2], [-0.1, 0.2, 0.7], [-0.3, 0.3, 0.4], [0.2, -0.1, 0.4], [-0.1, 1.2, -0.3], [-0.2, 0.1, 0.8], [0.0, 0.3, -0.4]], "gap_ev": 9.2065, "homo_ev": -9.31}